[1]
{
  "formula": "C3H4ClFO",
  "method": "the ωB97M-V functional and the def2-TZVPD basis",
  "species": ["Cl", "F", "O", "C", "C", "C", "H", "H", "H", "H"],
  "coordinates": [[-0.21042, -2.43127, 1.35442], [1.40407, -0.42171, 1.17090], [-0.49984, 0.40824, -1.47963], [0.40544, -1.07797, 0.46817], [-0.61241, 0.12050, -0.05440], [-0.06693, 1.35107, -0.53227], [-1.51847, -0.17819, 0.34826], [0.84951, -1.44220, -0.40362], [0.97846, 1.47729, -0.42826], [-0.72941, 2.19423, -0.44358]],
  "forces_ev_per_a": [[-0.5, 0.1, 0.3], [-0.1, -0.5, 0.4], [-0.2, -1.0, 0.7], [-0.3, 3.5, -0.8], [2.5, -3.8, -0.1], [-1.0, 0.7, 0.6], [-2.3, 0.7, 0.4], [0.8, -0.8, -1.3], [0.9, 0.4, -0.1], [0.2, 0.6, 0.0]],
  "multiplicity": 1,
  "smiles": "F[C@@H](Cl)[C@H]1CO1",
  "homo_energy_ev": -10.7
}

***

[2]
{
  "formula": "C4H10NO3",
  "method": "the ωB97M-V functional and the def2-TZVPD basis",
  "species": ["O", "O", "O", "N", "C", "C", "C", "C", "H", "H", "H", "H", "H", "H", "H", "H", "H", "H"],
  "coordinates": [[-0.66529, -2.76391, 0.91365], [-0.04236, 2.09020, 1.66850], [-0.00445, 4.17704, 0.66237], [0.35078, -2.85415, -1.55911], [0.02998, 2.82064, 0.64818], [-0.12473, -1.45152, -1.06197], [-0.06570, -1.58565, 0.43835], [0.40616, -0.14328, -1.56422], [1.46094, 0.03634, -1.58715], [-1.17850, -1.64373, -1.17659], [-0.48207, -0.61176, 0.87445], [1.29842, -2.57711, -1.85645], [1.03428, -1.62075, 0.78365], [-0.13626, -3.06022, -2.50082], [-0.25230, 0.22423, -2.39782], [-0.07541, 4.40175, 1.64131], [0.00300, -3.49492, 0.76039], [0.09503, 2.45734, -0.34546]],
  "forces_ev_per_a": [[0.9, 0.1, -0.8], [0.3, 2.2, -3.6], [0.0, -1.6, 1.6], [1.0, 2.5, -2.5], [-0.6, -0.3, 4.5], [-1.6, -0.7, 0.3], [2.4, 1.0, 3.6], [-1.9, -4.7, -3.0], [0.6, 0.8, 0.7], [-0.8, 1.2, -0.8], [0.1, -1.8, -0.1], [0.3, -1.4, 0.0], [-1.2, 0.3, -0.7], [0.8, 0.5, 1.8], [0.6, 0.9, 1.3], [0.1, 0.0, -1.4], [-1.3, 1.1, 0.2], [0.1, -0.4, -1.2]],
  "charge": 1,
  "multiplicity": 1,
  "homo_energy_ev": -14.4
}

***

[3]
{
  "formula": "C29H50AsN5RuSSbSi2",
  "method": "the ωB97M-V functional and the def2-TZVPD basis",
  "species": ["Sb", "Ru", "As", "S", "Si", "Si", "N", "N", "N", "N", "N", "C", "C", "C", "C", "C", "C", "C", "C", "C", "C", "C", "C", "C", "C", "C", "C", "C", "C", "C", "C", "C", "C", "C", "C", "C", "C", "C", "C", "C", "H", "H", "H", "H", "H", "H", "H", "H", "H", "H", "H", "H", "H", "H", "H", "H", "H", "H", "H", "H", "H", "H", "H", "H", "H", "H", "H", "H", "H", "H", "H", "H", "H", "H", "H", "H", "H", "H", "H", "H", "H", "H", "H", "H", "H", "H", "H", "H", "H", "H"],
  "coordinates": [[2.27832, 0.86189, -0.89410], [0.05055, 0.03457, 0.75632], [-0.81770, -2.94222, 1.46424], [0.00645, -1.92285, -0.39213], [-1.81326, -4.66585, 0.11934], [-2.76704, -1.78520, 2.24253], [-3.19178, 1.31130, -1.85543], [-0.04823, 1.86584, 1.58275], [1.43947, -0.13605, 2.34642], [-0.92078, 2.78270, 1.13941], [-1.51518, 1.01614, -0.27862], [3.03118, 2.90774, -0.95358], [-2.64871, 3.20453, -0.48114], [0.75762, 2.10679, 2.63854], [3.83384, 3.26342, -2.20192], [-0.34393, -5.70156, -0.40628], [1.58393, 1.04449, 3.04206], [-2.99595, -5.67209, 1.16364], [-2.26768, 0.57232, -1.23743], [-1.66067, 2.35905, 0.17214], [3.04714, 0.17855, -3.88622], [-4.57057, 4.72938, -1.80519], [3.11186, -1.15802, 3.70560], [-4.37646, 3.40913, -2.17039], [5.34519, 0.22301, -0.98549], [1.88649, 3.89500, -0.73846], [2.18766, -1.19306, 2.68706], [0.78394, 1.23511, -3.49828], [3.82904, -1.76374, -0.59885], [-4.12237, -1.52848, 0.97102], [-3.27673, -2.96030, 3.61292], [-2.41816, -0.12895, 3.05937], [4.05269, -0.27518, -0.34474], [2.51137, 1.12657, 4.10138], [-3.80998, 5.29094, -0.78442], [-2.70874, -3.98916, -1.38817], [-3.41875, 2.65757, -1.50799], [1.85196, 0.29210, -2.94634], [3.27171, 0.03561, 4.42610], [-2.85620, 4.53712, -0.12726], [5.55984, 1.26035, -0.72812], [-3.86887, -5.10086, 1.48376], [-2.22454, -3.09421, -1.78115], [3.71830, -1.97723, -1.66377], [1.40862, -0.70102, -2.82310], [4.66611, 2.58389, -2.37837], [-3.35421, -6.51192, 0.56117], [-3.75427, -3.76071, -1.17803], [-5.01138, -1.13670, 1.47265], [3.20093, 3.26753, -3.09188], [-3.31526, -4.00500, 3.30138], [-2.25795, 4.95937, 0.66795], [-2.50579, -6.08442, 2.04738], [-4.40397, -2.44916, 0.45883], [2.70363, -0.13839, -4.87560], [3.98739, 0.08951, 5.23543], [6.18356, -0.38356, -0.63205], [1.17774, 3.86421, -1.57078], [-1.51967, -0.15133, 3.67969], [-2.14781, -0.45426, -1.56223], [1.18945, 2.23414, -3.67621], [-3.81914, -0.79513, 0.22066], [-5.31554, 5.32206, -2.31769], [-4.96217, 2.96161, -2.96465], [0.71872, 3.06053, 3.14743], [3.69274, 2.93937, -0.08206], [-0.06414, 1.33717, -2.81612], [3.68841, -2.04089, 3.93794], [0.50152, -5.07290, -0.69246], [-2.57597, -2.88061, 4.44634], [4.68817, -2.33499, -0.23773], [3.56239, 1.13139, -4.00821], [2.93554, -2.13658, -0.09346], [-0.02120, -6.35206, 0.40856], [2.01930, -2.09590, 2.11454], [-0.59838, -6.33208, -1.26102], [3.77056, -0.55912, -3.54031], [-4.26669, -2.68431, 3.98510], [0.40650, 0.86070, -4.45365], [2.60447, 2.05940, 4.64083], [4.24376, 4.27136, -2.09259], [-2.68693, -4.74492, -2.17747], [-3.96631, 6.32327, -0.50293], [-3.26068, 0.10260, 3.71924], [4.11120, -0.11419, 0.73627], [5.31794, 0.13930, -2.07338], [1.33371, 3.69761, 0.17879], [-2.34155, 0.70064, 2.35548], [-3.74048, 0.89510, -2.59030], [2.28085, 4.91320, -0.68255]],
  "forces_ev_per_a": [[0.1, -0.1, 0.0], [0.2, 0.3, -0.2], [-0.2, -0.3, 0.1], [0.1, 0.2, 0.1], [-0.1, 0.0, 0.0], [-0.1, 0.0, 0.1], [0.0, 0.0, 0.1], [0.0, -0.3, -0.1], [0.0, -0.1, -0.1], [0.0, 0.2, 0.1], [0.2, 0.0, 0.1], [0.0, -0.1, -0.1], [-0.1, 0.0, -0.1], [0.0, 0.0, 0.0], [0.0, 0.0, 0.0], [0.0, 0.1, 0.0], [-0.1, 0.0, 0.0], [0.0, 0.0, -0.1], [-0.1, 0.1, -0.1], [0.0, 0.0, 0.0], [0.0, 0.0, 0.0], [0.0, -0.1, 0.0], [0.0, 0.0, 0.0], [0.0, 0.0, -0.1], [-0.1, 0.0, 0.0], [0.0, 0.0, 0.0], [0.0, 0.0, 0.0], [0.0, 0.0, 0.0], [-0.1, 0.1, 0.0], [0.0, -0.1, 0.0], [0.0, 0.0, -0.1], [0.0, 0.0, 0.0], [-0.1, 0.1, -0.1], [0.0, 0.0, 0.1], [0.0, 0.0, 0.0], [0.0, 0.0, 0.0], [0.0, 0.0, 0.0], [0.1, 0.1, 0.1], [0.0, 0.0, 0.0], [0.0, 0.0, 0.0], [0.0, 0.0, 0.0], [0.0, 0.0, 0.0], [0.0, 0.0, 0.0], [0.0, 0.0, 0.0], [0.0, 0.0, 0.0], [0.0, 0.0, 0.0], [0.0, 0.0, 0.0], [0.0, 0.0, 0.0], [0.0, 0.0, 0.0], [0.0, 0.0, 0.0], [0.0, 0.1, 0.0], [0.0, 0.0, 0.0], [0.0, 0.0, 0.0], [0.0, 0.0, 0.0], [0.0, 0.0, 0.0], [0.0, 0.0, 0.0], [0.0, 0.0, 0.0], [0.0, 0.0, 0.0], [0.0, 0.0, 0.0], [0.0, 0.0, 0.0], [0.0, 0.0, 0.0], [0.0, -0.1, 0.0], [0.0, 0.0, 0.0], [0.0, 0.0, 0.0], [0.0, 0.0, 0.0], [0.0, 0.0, 0.0], [0.0, 0.0, 0.0], [0.0, 0.0, 0.0], [0.0, 0.0, 0.0], [0.0, 0.0, 0.0], [0.0, 0.0, 0.0], [0.0, 0.0, 0.0], [0.0, 0.0, 0.0], [0.0, 0.0, 0.0], [0.0, 0.0, 0.0], [0.0, 0.0, 0.0], [0.0, 0.0, 0.0], [0.0, 0.0, 0.0], [0.0, 0.0, 0.0], [0.0, 0.0, 0.0], [0.0, 0.0, 0.0], [0.0, 0.0, 0.0], [0.0, 0.0, 0.0], [0.0, -0.1, 0.0], [0.0, 0.0, 0.0], [0.0, 0.0, 0.0], [0.0, 0.0, 0.0], [0.0, 0.0, 0.0], [0.0, 0.0, 0.0], [0.0, 0.0, 0.0]],
  "charge": 1,
  "multiplicity": 5,
  "homo_energy_ev": [-8.4, -10.5]
}

***

[4]
{
  "formula": "CN2O3S",
  "method": "the ωB97M-V functional and the def2-TZVPD basis",
  "species": ["S", "O", "O", "O", "N", "N", "C"],
  "coordinates": [[1.87626, -0.76393, -0.03388], [0.99863, 0.64889, -0.05210], [3.19020, -0.30461, 0.25795], [-1.26465, 0.79955, -0.21307], [-0.05433, 1.52785, -0.01252], [-1.24511, -1.59292, 0.05256], [-1.19286, -0.42881, -0.05923]],
  "forces_ev_per_a": [[-1.5, -0.5, -0.2], [-1.4, 2.3, 0.0], [1.6, 0.2, 0.3], [-0.4, 2.7, -0.4], [1.9, -1.5, 0.0], [0.4, 1.9, -0.1], [-0.6, -5.0, 0.4]],
  "multiplicity": 1,
  "homo_energy_ev": [-10.4, -9.7]
}

***

[5]
{
  "formula": "C2H9N5",
  "method": "the ωB97M-V functional and the def2-TZVPD basis",
  "species": ["N", "N", "N", "N", "N", "C", "C", "H", "H", "H", "H", "H", "H", "H", "H", "H"],
  "coordinates": [[1.14939, -0.71143, 0.55703], [-0.20380, 2.19605, 0.16872], [-0.17437, -0.95679, 0.57351], [-1.15886, 1.32327, 0.15781], [-2.31613, -0.62279, -0.35867], [1.94096, -0.80967, -0.61166], [-1.27232, 0.06907, -0.03116], [1.63874, -1.70094, -1.26006], [0.22957, 2.27967, -0.74461], [1.56543, -0.37501, 1.42614], [1.91951, 0.22031, -1.16109], [-3.13791, -0.21184, -0.83943], [-2.48862, -1.54623, -0.11915], [-0.00371, 2.92863, 0.82295], [2.88013, -0.91855, -0.13022], [-0.56801, -1.16375, 1.54989]],
  "forces_ev_per_a": [[-3.4, 0.3, 1.0], [0.5, -1.8, -2.5], [-0.2, 1.1, 1.3], [0.1, 0.9, 1.2], [-1.5, 2.6, -1.7], [-0.6, 0.9, -1.8], [0.9, -1.7, 0.9], [0.4, 1.4, 0.9], [0.5, 0.5, 0.0], [0.1, -0.5, 0.1], [0.2, -1.9, 0.5], [0.8, 0.2, 0.5], [0.4, -2.3, 0.5], [-0.9, 0.4, 1.0], [1.5, -0.3, -0.6], [1.1, 0.4, -1.4]],
  "charge": 2,
  "multiplicity": 1,
  "homo_energy_ev": [-19.4, -19.7]
}

***

[6]
{
  "formula": "C51H42F2N12O11Rb",
  "method": "the ωB97M-V functional and the def2-TZVPD basis",
  "species": ["Rb", "F", "F", "O", "O", "O", "O", "O", "O", "O", "O", "O", "O", "O", "N", "N", "N", "N", "N", "N", "N", "N", "N", "N", "N", "N", "C", "C", "C", "C", "C", "C", "C", "C", "C", "C", "C", "C", "C", "C", "C", "C", "C", "C", "C", "C", "C", "C", "C", "C", "C", "C", "C", "C", "C", "C", "C", "C", "C", "C", "C", "C", "C", "C", "C", "C", "C", "C", "C", "C", "C", "C", "C", "C", "C", "C", "C", "H", "H", "H", "H", "H", "H", "H", "H", "H", "H", "H", "H", "H", "H", "H", "H", "H", "H", "H", "H", "H", "H", "H", "H", "H", "H", "H", "H", "H", "H", "H", "H", "H", "H", "H", "H", "H", "H", "H", "H", "H", "H"],
  "coordinates": [[-0.23330, -0.21199, -0.31702], [3.97632, 5.91674, 4.00796], [-5.18473, 3.88529, -0.92389], [1.68341, -2.63918, -9.89885], [-0.10567, 1.77926, 1.71315], [0.39218, -0.05250, -3.34967], [-0.09932, -3.65864, -9.26738], [6.34829, 5.16202, 2.69020], [-3.71393, -2.68286, 3.07140], [-3.02593, -0.44898, -0.07792], [4.58002, 1.08702, 1.75118], [0.56167, 1.75823, -4.68328], [1.07557, 3.70224, 1.67264], [-2.84432, -3.33637, 1.09323], [-0.97100, -2.81538, 3.63380], [3.23608, 2.56810, 2.87702], [0.77008, -2.81878, -9.11210], [-7.86062, 3.59786, -0.27174], [2.34798, -3.27668, 1.40790], [-9.61486, 4.55714, 1.11808], [-1.32215, 2.13327, -1.46761], [2.50710, -2.33975, 0.41370], [0.67972, -1.86269, 2.24810], [-6.91483, -1.05259, 0.78887], [5.40042, 3.13900, 2.25071], [2.65160, 0.34970, -0.86173], [-0.44320, -1.82920, 2.87755], [0.50572, 0.53191, -4.44156], [-0.35116, -1.37615, -5.86789], [-7.41413, 1.26413, 0.21771], [-0.18634, 4.22877, -2.47652], [-0.27161, -4.00533, 3.77330], [3.44542, -1.49872, 0.47054], [-3.64504, -2.73408, 1.81125], [-10.25245, 3.93016, -0.08747], [4.72226, -0.64386, -1.50736], [-8.72235, -2.67456, 0.19462], [1.69179, -5.31686, 3.31901], [-0.05644, -6.20502, 4.70512], [-4.14931, -0.65695, 0.33673], [0.96312, -4.14231, 3.14112], [-5.95414, -1.94083, 1.26216], [2.76163, 1.18756, -1.89011], [1.19481, -6.34116, 4.09993], [4.12129, 4.71260, 3.41747], [0.88751, 2.49843, 1.94673], [-5.59926, 2.67918, -0.46259], [-9.12618, -1.34538, -0.37246], [2.01353, 1.76835, 2.72731], [0.38462, 5.65107, -4.30973], [-4.69990, 1.66387, -0.28637], [-4.62884, -1.79822, 1.10521], [1.38921, -3.06383, 2.22922], [-0.84421, 3.07490, -1.91876], [-8.29823, -1.41177, 0.87851], [-6.95375, 2.50712, -0.18800], [4.39769, 2.17964, 2.24926], [-0.22905, 4.50152, -3.84018], [3.81623, 1.15585, -2.78903], [3.61312, -0.55451, -0.67712], [3.12214, 3.82333, 3.41641], [0.59367, -0.37226, -5.66701], [1.03841, 6.50836, -3.43213], [-0.30888, -2.17545, -6.99639], [-8.67572, 5.65232, 0.70222], [1.67971, -0.99885, -7.73057], [0.71094, -1.97260, -7.91250], [-9.08528, 3.51294, -1.02375], [1.60334, -0.19247, -6.60906], [0.47961, 5.07337, -1.58859], [4.81557, 0.21864, -2.58774], [-6.51843, 0.19690, 0.36243], [-0.78758, -5.04613, 4.54760], [-7.46850, 4.95902, 0.01036], [1.09402, 6.21658, -2.07597], [-5.15683, 0.41960, 0.13487], [5.38335, 4.42648, 2.77785], [-6.60497, 4.95723, 0.66912], [-0.68478, 3.78855, -4.50978], [-10.84424, 3.08487, 0.25884], [-9.01396, 3.82174, 1.51218], [-1.99956, -2.82564, 3.72900], [1.62108, 6.87300, -1.39581], [-0.45966, -7.01374, 5.30240], [1.52093, 7.40165, -3.81054], [5.65665, 0.15358, -3.26781], [1.96616, 1.91502, -2.00373], [6.24250, 2.86982, 1.76568], [-8.62652, -1.01141, -1.27171], [2.46374, -0.88272, -8.46420], [-9.22653, 6.30796, 0.03111], [-9.23265, 2.49880, -1.38381], [1.62990, 1.53676, 3.72339], [-8.38581, 6.21283, 1.58748], [2.18217, 4.05122, 3.89413], [2.32553, 0.59873, -6.45499], [1.76594, -7.25148, 4.23071], [-3.64150, 1.79398, -0.49979], [-6.36340, -2.78498, 1.80298], [4.12631, -1.41466, 1.31975], [-9.06136, 4.17990, -1.89438], [-8.46448, 1.12620, 0.44769], [-1.11170, -1.53086, -5.11351], [-7.20164, 5.52317, -0.88822], [2.26609, 0.83459, 2.23381], [-10.29967, 4.86073, 1.80522], [5.48238, -1.39006, -1.31469], [0.36968, 5.86750, -5.37024], [-1.76134, -4.92792, 5.00652], [3.83191, 1.84115, -3.62566], [0.52626, 4.81154, -0.53569], [2.64229, -5.40806, 2.80990], [-10.16179, -1.04366, -0.28265], [-9.47531, -3.28467, 0.67276], [-8.78148, -1.17375, 1.82265], [-7.94873, -3.22446, -0.32296], [-1.02647, -0.91181, 2.83374], [-10.90958, 4.67144, -0.53690], [-1.03694, -2.95344, -7.17312]],
  "forces_ev_per_a": [[0.3, -0.3, -0.1], [0.0, 0.0, 0.0], [0.0, 0.0, 0.0], [0.0, 0.0, 0.0], [0.1, 0.0, 0.1], [-0.2, -0.1, 0.2], [0.0, 0.0, 0.0], [0.0, 0.0, 0.0], [-0.2, -0.1, 0.1], [0.2, -0.5, 0.2], [0.0, 0.0, 0.0], [0.1, 0.0, 0.0], [0.0, -0.1, 0.0], [-0.2, -0.1, 0.1], [-0.1, -0.1, -0.1], [-0.1, 0.1, -0.2], [0.0, 0.1, 0.1], [-0.1, 0.0, 0.1], [0.2, 0.1, 0.1], [0.1, 0.0, -0.1], [-0.4, 0.4, -0.1], [-0.2, 0.1, -0.1], [-0.1, 0.0, -0.2], [0.0, -0.1, 0.0], [0.0, 0.1, 0.0], [0.1, 0.0, 0.0], [0.0, 0.0, 0.1], [0.0, 0.2, 0.1], [0.0, -0.1, 0.0], [-0.1, 0.0, 0.0], [-0.1, 0.1, 0.4], [0.0, 0.1, 0.0], [0.1, 0.0, 0.0], [0.6, 0.3, -0.1], [0.0, 0.0, 0.0], [0.0, 0.0, 0.0], [0.0, -0.1, 0.0], [0.0, 0.0, 0.0], [0.0, 0.0, 0.0], [0.1, 0.5, 0.0], [0.1, 0.0, 0.0], [0.0, 0.0, -0.1], [0.0, 0.0, 0.1], [0.0, 0.0, 0.0], [0.1, 0.0, 0.0], [-0.1, 0.1, -0.2], [0.0, 0.0, 0.0], [0.0, 0.0, 0.0], [0.0, 0.0, 0.2], [0.0, 0.0, 0.0], [0.0, 0.0, -0.1], [-0.1, 0.0, 0.1], [-0.1, 0.0, 0.0], [0.3, -0.2, -0.3], [0.1, 0.0, 0.1], [0.0, 0.1, 0.0], [0.0, -0.1, 0.1], [0.0, 0.0, 0.0], [0.0, 0.0, 0.0], [0.0, 0.0, 0.1], [0.0, -0.1, 0.1], [-0.1, 0.0, -0.1], [0.0, 0.0, 0.0], [0.0, 0.0, 0.0], [0.0, 0.0, 0.0], [0.0, 0.0, 0.0], [0.0, -0.1, -0.1], [0.0, 0.1, 0.0], [0.0, 0.0, 0.0], [0.0, 0.0, 0.1], [0.0, 0.0, 0.0], [0.0, 0.0, 0.1], [0.0, 0.0, 0.0], [0.0, 0.0, 0.0], [0.0, 0.0, 0.0], [-0.1, -0.1, 0.0], [0.0, 0.0, 0.0], [0.0, 0.0, 0.0], [0.0, 0.0, 0.0], [0.0, 0.0, 0.0], [0.0, 0.0, 0.1], [0.0, 0.0, -0.1], [0.0, 0.0, 0.0], [0.0, 0.0, 0.0], [0.0, 0.0, 0.0], [0.0, 0.0, 0.0], [0.0, -0.1, -0.1], [0.0, 0.0, 0.0], [0.0, 0.0, 0.0], [0.0, 0.0, 0.0], [0.0, 0.0, 0.0], [0.0, 0.0, 0.0], [0.0, -0.1, 0.0], [0.0, 0.0, 0.0], [-0.1, 0.0, -0.1], [0.0, 0.0, 0.0], [0.0, 0.0, 0.0], [0.0, 0.0, 0.0], [0.0, 0.0, 0.0], [0.0, -0.1, 0.0], [0.0, 0.0, 0.0], [0.0, 0.0, 0.0], [0.0, 0.0, 0.0], [0.0, 0.0, 0.0], [0.0, 0.0, 0.0], [0.0, 0.0, 0.0], [0.0, 0.0, 0.0], [0.0, 0.0, 0.0], [0.0, 0.0, 0.0], [0.0, 0.0, 0.0], [0.0, 0.0, 0.0], [0.0, 0.0, 0.0], [0.0, 0.0, 0.0], [0.0, 0.0, 0.0], [0.0, 0.0, 0.0], [0.0, 0.0, 0.0], [0.0, 0.0, 0.0], [0.0, 0.0, 0.0], [0.0, 0.0, 0.0]],
  "charge": -1,
  "multiplicity": 1,
  "homo_energy_ev": -4.9
}